{"formula": "C3H12FHfN6O3", "method": "the ωB97M-V functional and the def2-TZVPD basis", "species": ["Hf", "F", "C", "O", "N", "N", "H", "H", "H", "H", "C", "O", "N", "N", "H", "H", "H", "H", "C", "O", "N", "N", "H", "H", "H", "H"], "xyz": [[0.93804, 3.19254, 1.51093], [0.00841, 1.58078, 0.13391], [0.37563, 0.05369, 3.17709], [0.29060, 1.30121, 3.05739], [0.09985, -0.63939, 4.20020], [0.58584, -0.68572, 2.09906], [-0.05889, -1.63583, 4.24489], [0.03991, -0.06765, 5.03064], [0.58858, -0.24548, 1.19006], [0.33755, -1.64603, 2.28950], [-2.45305, 1.18939, -2.38983], [-3.00361, 0.76616, -3.37793], [-1.26072, 1.72665, -2.44027], [-2.80065, 0.75531, -1.24473], [-0.68000, 1.69095, -3.26583], [-0.75627, 1.83431, -1.57192], [-3.77159, 0.48864, -1.16568], [-2.15606, 0.88511, -0.47807], [2.08576, -1.61413, -1.51018], [3.06741, -2.46182, -1.70963], [0.93638, -2.03305, -1.30372], [2.11691, -0.30104, -1.45270], [0.42872, -1.47308, -0.63378], [0.77420, -3.02953, -1.33229], [1.26710, 0.23848, -1.36995], [2.99993, 0.12953, -1.68716]], "forces_ev_per_angstrom": [[-2.5, -5.3, 0.0], [1.7, 2.8, 2.1], [-0.4, -0.7, -3.7], [1.3, 4.4, -0.7], [-0.5, 0.7, 4.2], [0.4, -0.7, -1.2], [0.2, 0.1, 0.1], [-0.4, -0.6, 0.7], [-0.2, -0.3, 0.3], [0.4, -0.2, -1.2], [3.4, -0.1, -1.8], [-2.4, -0.6, -2.8], [2.8, 1.7, -0.2], [-2.7, -0.8, 4.0], [-0.5, 0.2, -0.3], [-0.1, 0.4, -0.1], [-0.2, -0.2, 0.7], [-0.5, -0.4, 0.4], [7.0, -0.1, -1.9], [-2.3, 2.6, 0.4], [-6.4, -4.0, 1.9], [2.6, 1.8, -0.2], [-0.7, -0.6, -0.2], [-0.3, -0.3, 0.0], [0.3, 0.0, -0.3], [-0.1, 0.4, 0.1]], "mol_weight_g_mol": 377.7, "orbital_gap_ev": 2.26, "homo_energy_ev": -19.3, "charge": 3, "de_lowest_kcal_mol": 218.8}